# C34H49BrN10O2RuS

A molecular structure, C34H49BrN10O2RuS (ωB97M-V/def2-TZVPD, the OMol25 dataset).

The geometry in XYZ format:
```
98
Properties=species:S:1:pos:R:3:forces:R:3
Ru -0.431398 0.396843 -0.203296 0.2 -0.6 -0.4
C -0.435683 4.854361 1.069012 -1.0 -0.2 -0.1
N -0.994305 3.470327 1.448015 -0.2 1.5 -1.7
C -0.139512 2.695534 2.318281 -0.3 -0.4 0.5
C -2.012852 2.905019 0.788535 -2.0 0.0 -1.7
N -2.058830 1.530379 0.567284 -0.5 0.0 1.5
C -3.157045 0.844113 1.110243 -0.2 0.2 0.9
C -4.087136 1.478035 1.981331 0.0 0.0 -0.1
C -5.228305 0.757148 2.384949 0.5 2.0 -0.2
C -5.370861 -0.575350 2.090813 -1.2 -3.0 -0.3
C -4.423984 -1.329624 1.443371 0.8 4.1 0.1
C -3.305277 -0.613756 0.872789 0.4 0.2 0.0
N -2.324528 -1.179688 0.163066 0.4 0.2 0.1
C -2.413570 -2.503876 -0.259166 -1.0 0.3 -0.7
N -1.516920 -3.379923 0.154691 -1.2 -0.4 0.3
C -1.107573 -4.633686 -0.479215 0.5 0.4 -0.7
C -0.863131 -3.234077 1.442397 -1.6 0.2 1.3
N -3.379959 -2.789622 -1.138086 0.1 1.0 -0.4
C -3.823134 -4.118298 -1.470517 -2.4 -1.1 -0.7
C -4.156429 -1.759567 -1.951232 1.6 0.3 1.3
N -3.081162 3.608407 0.234644 3.7 -1.2 1.5
C -3.339337 4.950688 0.522797 -0.1 2.1 1.4
C -4.035129 3.072300 -0.671023 0.1 -1.6 -0.1
H 0.649935 4.810607 1.040958 0.0 -0.3 0.1
H -0.738551 5.638046 1.788917 0.2 -0.6 -0.2
H -0.777534 5.167486 0.060117 0.1 -0.5 0.7
H 0.061384 3.343935 3.154066 0.6 0.2 0.3
H 0.781868 2.332412 1.846162 -0.2 0.3 0.0
H -0.691761 1.859162 2.740040 0.0 -0.1 -0.2
H -3.903208 2.548416 2.293134 -0.5 -1.5 -0.4
H -6.080800 1.214240 2.889137 0.6 0.2 0.1
H -6.295995 -1.127805 2.387003 0.9 0.7 0.1
H -4.445696 -2.348091 1.480627 -0.2 -2.6 -0.4
H -1.607697 -5.509867 -0.026690 0.3 0.4 -0.4
H -0.032803 -4.625928 -0.226359 -0.4 -0.7 -0.4
H -1.219750 -4.574834 -1.590454 0.0 -0.3 1.0
H -1.094724 -2.240882 1.851398 -0.2 -0.7 0.1
H 0.124032 -3.168647 1.118605 2.2 -0.4 0.6
H -1.130507 -4.088599 2.186469 0.6 1.5 -1.5
H -3.367701 -4.927125 -0.895767 -0.3 0.5 0.1
H -3.671384 -4.372008 -2.568619 -0.2 0.5 1.3
H -4.981675 -4.101272 -1.254967 2.2 -0.4 -0.5
H -3.620169 -0.759761 -1.884663 -0.7 -1.3 -0.3
H -5.173441 -1.664141 -1.538766 0.4 -0.1 -0.3
H -4.131793 -2.194662 -2.948845 -0.3 0.5 -0.1
H -2.838423 5.364426 1.396751 0.1 -0.5 0.1
H -4.389039 5.060510 0.744177 -0.5 0.2 -0.2
H -3.063724 5.598402 -0.281939 -0.1 0.5 -0.8
H -3.710157 2.052594 -0.897776 -0.7 0.1 -0.1
H -4.038120 3.619543 -1.594781 -0.2 0.6 -0.4
H -5.003473 3.121188 -0.171695 -0.2 -0.3 -0.4
O -1.975060 0.720617 -6.654505 -0.3 0.4 0.8
C -1.735139 0.688529 -5.350454 1.2 -0.6 1.1
C -1.952460 1.732135 -4.410840 -1.1 0.2 -1.7
C -1.649750 1.608445 -3.092181 0.1 1.0 0.1
N -1.082136 0.508689 -2.580850 -0.2 0.3 0.6
C -0.890099 -0.439412 -3.462266 0.4 -1.7 -0.6
Br -0.275725 -2.130211 -2.846297 0.4 0.0 0.6
C -1.129860 -0.471887 -4.816949 -1.1 1.4 -0.3
H -2.394941 1.566170 -6.846566 -0.1 0.1 -0.6
H -2.499226 2.620110 -4.724335 0.3 0.0 -0.1
H -1.858725 2.507910 -2.480692 0.3 -1.0 0.1
H -1.012677 -1.348563 -5.433669 0.3 0.0 0.1
C 2.156029 -0.906345 3.784885 -0.3 -5.0 0.4
C 1.253996 -0.734577 2.673418 2.1 0.1 2.7
N 0.614988 -0.566861 1.766447 -2.1 0.8 -2.9
H 1.651347 -1.160602 4.735425 -0.3 0.2 -0.6
H 2.793607 -0.138079 4.019835 1.5 2.1 -0.1
H 2.759128 -1.911716 3.575508 -1.0 2.2 0.3
C 5.466316 1.690312 2.431401 0.8 -1.3 -0.1
C 5.772343 2.293718 1.074630 0.1 -1.1 -0.7
C 4.546503 2.126531 0.182802 -0.7 1.1 -2.1
N 4.124868 0.747431 -0.085874 -0.7 -1.7 -0.3
C 2.910990 0.389029 -0.543446 0.5 -0.2 0.3
S 1.661697 1.510258 -1.067231 0.7 -0.3 0.6
N 2.516339 -0.941534 -0.615981 0.7 1.7 -0.8
C 3.110206 -2.075501 -0.065426 0.7 -0.5 0.8
O 2.390458 -2.902938 0.435387 -0.4 -0.3 -0.1
C 4.573714 -2.240925 -0.103583 -0.4 -0.6 3.2
C 5.224140 -2.807113 1.045246 -1.5 0.1 -0.9
C 6.549054 -3.118909 0.951182 0.3 -0.8 0.5
C 7.229556 -2.950790 -0.260338 0.2 -0.8 0.6
C 6.575384 -2.396592 -1.334302 2.0 -0.2 -1.9
C 5.295405 -1.984651 -1.209296 -0.6 1.5 -0.9
H 6.212052 1.960993 3.177340 0.0 -0.2 0.0
H 5.383287 0.575323 2.358927 0.4 0.7 0.2
H 4.517163 2.000056 2.790063 -1.0 0.6 0.4
H 6.649436 1.791243 0.611000 -0.4 0.3 0.3
H 6.035522 3.343017 1.156584 -0.2 0.2 -0.1
H 4.566461 2.603381 -0.851554 0.6 -0.2 1.4
H 3.682235 2.564876 0.649676 -0.3 0.5 0.4
H 4.851052 0.007288 0.000391 -0.9 0.6 0.0
H 1.710965 -1.097543 -1.206407 -0.2 -0.1 0.2
H 4.634238 -3.064711 1.929530 0.2 0.1 -0.3
H 6.999488 -3.682757 1.786146 0.0 0.7 -0.5
H 8.224656 -3.372214 -0.279158 0.1 0.3 -0.5
H 6.962587 -2.285630 -2.382300 0.4 -0.1 1.5
H 4.927591 -1.298994 -1.947213 -0.6 -0.3 -0.8
```
Positions in Å, forces in eV/Å.

## Properties
<S²> ... 8.78
Multiplicity ... 6
Total charge ... +3
DFT total energy ... -5089.146734 Eh
Energy relative to the best compared isomer or geometry (same formula, charge and spin) ... 1.327 eV
Maximum force ... 5.040 eV/A